Entry 1:
{"formula": "C35H55CoN4OP2", "method": "ωB97M-V/def2-TZVPD", "lumo_ev": [-2.26, -4.14], "total_charge": 1, "total_energy_ev": -101392.6982, "spin_multiplicity": 4, "orbital_gap_ev": [6.31, 6.69], "species": ["C", "C", "C", "C", "C", "H", "H", "H", "N", "P", "P", "C", "H", "H", "C", "H", "C", "C", "C", "C", "C", "H", "H", "H", "C", "H", "H", "H", "C", "H", "H", "H", "C", "H", "H", "H", "C", "H", "H", "H", "C", "H", "H", "H", "C", "H", "H", "H", "C", "H", "H", "H", "C", "H", "H", "H", "C", "H", "H", "H", "C", "H", "H", "H", "C", "H", "H", "H", "Co", "C", "O", "N", "C", "C", "C", "C", "C", "H", "H", "H", "H", "H", "H", "H", "H", "H", "N", "C", "C", "C", "C", "N", "C", "C", "H", "H", "H", "H"], "coordinates": [[-2.136173, 0.312177, -2.131281], [-0.233878, -1.079656, -2.576112], [-2.632561, 0.146807, -3.427974], [-0.682276, -1.181969, -3.923697], [-1.878086, -0.614393, -4.321962], [-3.590010, 0.615847, -3.684541], [-0.045518, -1.749683, -4.594603], [-2.244215, -0.756038, -5.330536], [-1.020190, -0.299451, -1.719240], [-1.608812, 1.799364, 0.131733], [0.802378, -2.075791, -0.225191], [-2.832786, 1.239593, -1.122059], [-3.346396, 2.072961, -1.616355], [-3.611944, 0.661410, -0.615769], [0.702123, -1.960194, -1.978425], [1.535019, -2.381436, -2.543775], [2.538470, -2.216776, 0.563380], [-0.049555, -3.793134, -0.446237], [-0.881683, 3.380125, -0.671334], [-2.719800, 2.269368, 1.616268], [2.764481, -0.959518, 1.416456], [1.937232, -0.823099, 2.135973], [3.702060, -1.082065, 1.983781], [2.848080, -0.055776, 0.805084], [2.632572, -3.414184, 1.525510], [1.844202, -3.360445, 2.292410], [2.598481, -4.387391, 1.012144], [3.600176, -3.345566, 2.052816], [3.583663, -2.340684, -0.552666], [4.582189, -2.455120, -0.093326], [3.406209, -3.216068, -1.199741], [3.599932, -1.436775, -1.179210], [-0.392395, -4.417802, 0.901308], [-1.166640, -3.831982, 1.410857], [-0.783046, -5.423885, 0.681767], [0.480869, -4.507194, 1.553346], [-1.364870, -3.610939, -1.222642], [-2.031487, -2.880967, -0.740171], [-1.203384, -3.294262, -2.258654], [-1.871473, -4.585034, -1.263872], [0.880162, -4.722298, -1.253824], [0.975999, -4.376651, -2.290097], [1.880922, -4.810554, -0.798565], [0.381646, -5.703020, -1.263411], [-1.933578, 3.156380, 2.580024], [-2.546892, 3.310292, 3.478021], [-1.006897, 2.669116, 2.893945], [-1.700388, 4.139224, 2.161998], [-3.149908, 0.991024, 2.357258], [-3.584936, 0.234760, 1.688820], [-2.313545, 0.553491, 2.914036], [-3.923057, 1.252684, 3.098440], [-4.016992, 2.986691, 1.177323], [-4.695070, 2.306406, 0.635119], [-4.525956, 3.327418, 2.095373], [-3.822477, 3.868379, 0.555079], [-0.537692, 3.073612, -2.138520], [-1.432044, 2.902541, -2.755876], [0.005652, 3.935923, -2.558171], [0.119947, 2.202118, -2.219908], [0.400655, 3.778159, 0.065621], [1.106263, 2.940349, 0.105396], [0.876569, 4.589256, -0.506772], [0.207558, 4.119988, 1.090177], [-1.861698, 4.565183, -0.684240], [-2.784094, 4.330521, -1.240399], [-2.104194, 4.934665, 0.322847], [-1.358836, 5.391464, -1.217181], [-0.179153, 0.020671, 0.049448], [-1.144186, -0.935492, 1.114184], [-1.894575, -1.595737, 1.737391], [1.392509, 0.797422, -0.751709], [2.230070, 0.787407, -1.591661], [3.133426, 0.912432, -2.704348], [3.384917, -0.259338, -3.666624], [2.473520, 2.027531, -3.510363], [4.393432, 1.277817, -1.909695], [3.783603, -1.149598, -3.174692], [2.465786, -0.519048, -4.205163], [4.124369, 0.030444, -4.432872], [2.221556, 2.876873, -2.859064], [3.130796, 2.373731, -4.310628], [1.548980, 1.653063, -3.976683], [5.290762, 1.071279, -2.491353], [4.357836, 2.332344, -1.612970], [4.456994, 0.691294, -0.978767], [-2.850214, 0.294182, 7.755136], [-2.162505, 0.110572, 6.830416], [-1.308542, -0.130529, 5.683522], [-0.718483, 0.937848, 4.999287], [0.107696, 0.647155, 3.903783], [0.333243, -0.596953, 3.496023], [-0.193511, -1.622225, 4.161604], [-1.036190, -1.438159, 5.262915], [-0.885359, 1.969147, 5.310251], [0.597364, 1.460368, 3.350948], [0.040240, -2.631625, 3.815520], [-1.462457, -2.300371, 5.770188]], "atomic_forces_ev_per_a": [[0.123, 0.310, 0.124], [-2.259, 0.121, -0.020], [0.037, -0.072, 0.243], [0.849, -0.054, 0.410], [-0.135, 0.218, 0.038], [0.517, -0.269, -0.082], [-0.296, -0.020, -0.154], [0.119, -0.017, -0.037], [0.278, -0.520, -0.990], [-0.062, 1.570, 0.215], [-0.190, -1.481, 0.516], [0.192, -0.605, -0.430], [0.154, -0.204, -0.042], [0.058, -0.015, 0.092], [2.091, 1.871, -1.172], [-0.551, 0.048, -0.424], [-0.003, -0.436, -0.711], [0.340, 0.070, 0.440], [-0.917, 0.058, 0.189], [-0.307, 0.063, -0.652], [-0.007, 0.146, -0.003], [0.460, -0.046, -0.335], [-0.242, 0.021, -0.189], [0.064, -0.228, 0.236], [0.137, -0.041, 0.019], [0.350, -0.059, -0.228], [-0.050, 0.364, 0.296], [-0.311, -0.044, -0.217], [0.352, -0.064, 0.202], [-0.266, 0.057, -0.239], [0.090, 0.308, 0.217], [-0.001, -0.329, 0.238], [-0.090, -0.236, 0.068], [0.176, -0.240, -0.057], [0.023, 0.201, 0.345], [-0.396, -0.177, -0.181], [-0.096, 0.004, -0.058], [0.128, -0.254, -0.095], [-0.120, -0.207, 0.276], [0.024, 0.201, 0.131], [-0.257, -0.045, 0.250], [0.048, -0.251, 0.254], [-0.483, -0.141, -0.280], [0.380, 0.073, -0.099], [-0.066, 0.036, 0.123], [0.118, 0.026, -0.102], [-0.121, 0.207, -0.125], [-0.041, -0.163, 0.094], [0.043, 0.043, 0.145], [0.141, 0.224, 0.212], [-0.287, 0.008, -0.269], [0.193, 0.021, -0.228], [0.086, 0.119, 0.057], [0.225, 0.266, 0.232], [0.018, -0.133, -0.361], [-0.215, -0.344, 0.256], [0.081, -0.200, 0.016], [0.246, 0.085, 0.175], [-0.215, -0.190, 0.090], [-0.283, 0.183, -0.034], [0.105, -0.087, -0.046], [-0.144, 0.233, 0.065], [-0.069, -0.075, 0.296], [0.079, -0.011, -0.285], [0.334, 0.344, -0.178], [0.285, 0.120, 0.259], [0.031, -0.150, -0.430], [-0.255, -0.153, 0.136], [0.136, 0.508, 0.455], [-4.111, -2.186, 3.531], [2.155, 1.120, -1.923], [4.160, 0.251, -3.245], [-4.442, -1.049, 2.774], [0.554, 0.242, -0.228], [-0.216, -0.482, 0.051], [0.072, 0.836, -0.354], [0.832, 0.465, 0.072], [-0.113, 0.107, -0.031], [0.138, -0.051, 0.182], [-0.275, 0.201, 0.458], [0.108, -0.169, -0.325], [0.043, -0.018, 0.069], [0.268, 0.135, 0.196], [0.062, 0.214, -0.019], [0.153, -0.162, -0.104], [0.071, 0.094, -0.395], [1.329, -0.332, -1.806], [-1.108, 0.256, 1.428], [0.219, -0.002, -0.113], [0.278, -0.084, -0.122], [-0.396, -0.009, 0.683], [0.359, -0.098, 0.071], [-0.539, 0.453, 0.645], [0.187, -0.087, -0.254], [0.005, -0.323, -0.056], [-0.158, -0.452, 0.176], [-0.069, 0.310, 0.010], [0.056, 0.250, -0.031]], "lowdin_spin": [-0.005, 0.018, 0.131, 0.113, -0.009, 0.007, 0.005, -0.003, 0.120, 0.050, 0.116, -0.002, 0.000, -0.002, 0.450, 0.016, 0.015, 0.062, 0.009, 0.010, 0.007, 0.003, 0.001, 0.001, 0.000, 0.000, 0.000, 0.000, 0.006, 0.001, 0.000, 0.001, 0.009, 0.000, 0.003, 0.000, 0.011, 0.000, 0.005, 0.000, 0.016, 0.003, 0.001, 0.002, 0.001, 0.000, 0.001, 0.000, 0.001, 0.000, 0.001, 0.000, 0.004, 0.000, 0.001, 0.000, 0.000, 0.000, 0.000, 0.000, 0.002, 0.000, 0.000, 0.000, 0.004, 0.000, 0.000, 0.001, 1.725, 0.022, -0.017, 0.029, 0.026, 0.004, 0.003, 0.000, 0.003, 0.000, 0.000, 0.000, 0.000, 0.000, 0.000, 0.001, 0.000, 0.000, 0.001, 0.000, 0.001, 0.000, 0.004, 0.007, 0.002, 0.000, 0.000, 0.001, 0.000, 0.000]}

=====

Entry 2:
{"formula": "C43H42N4O4PtSTe", "method": "ωB97M-V/def2-TZVPD", "lumo_ev": [2.40, 1.87], "total_charge": -1, "total_energy_ev": -80800.3549, "spin_multiplicity": 4, "orbital_gap_ev": [6.18, 7.01], "species": ["Pt", "C", "C", "N", "C", "C", "C", "S", "N", "C", "O", "C", "C", "C", "C", "C", "C", "H", "H", "H", "H", "H", "H", "H", "H", "H", "H", "H", "H", "H", "H", "H", "O", "C", "N", "C", "O", "C", "C", "C", "C", "C", "C", "H", "H", "H", "H", "C", "C", "C", "C", "C", "C", "Te", "N", "C", "O", "C", "C", "C", "C", "C", "C", "C", "C", "C", "C", "C", "C", "C", "C", "C", "C", "H", "H", "H", "H", "H", "H", "H", "H", "H", "H", "H", "H", "H", "H", "H", "H", "H", "H", "H", "H", "H", "H", "H"], "coordinates": [[-0.246024, -0.429176, 0.410858], [4.766708, 0.477674, 4.152995], [4.168349, 1.404522, 3.102414], [3.637558, 0.690769, 1.940729], [4.444713, 0.674534, 0.726176], [5.475265, -0.444592, 0.696349], [2.441294, 0.076616, 2.030064], [1.980314, -1.013862, 0.753812], [1.799731, 0.238163, 3.177111], [0.485648, 0.152332, 3.356104], [-0.413266, 0.309229, 2.501528], [0.036025, -0.083680, 4.762993], [-1.260787, -0.540773, 4.976190], [-1.699976, -0.784731, 6.269642], [-0.856347, -0.561747, 7.349297], [0.436637, -0.100131, 7.135731], [0.884169, 0.132334, 5.844623], [5.146226, 1.062466, 4.993397], [5.592860, -0.103344, 3.741405], [4.008465, -0.211578, 4.521171], [4.928436, 2.092776, 2.730402], [3.369405, 2.000296, 3.542878], [4.931077, 1.649500, 0.653438], [3.770714, 0.582386, -0.121826], [6.201055, -0.346682, 1.505795], [6.019498, -0.425020, -0.249636], [4.980624, -1.412487, 0.785657], [-1.901803, -0.714931, 4.120550], [-2.705836, -1.151103, 6.432292], [-1.205453, -0.746997, 8.357937], [1.095222, 0.079290, 7.976565], [1.887749, 0.490791, 5.658445], [-2.730097, 0.511028, -1.931357], [-3.115362, 0.163070, -0.835346], [-2.361331, -0.342305, 0.205595], [-3.191347, -0.732521, 1.235345], [-2.864884, -1.278249, 2.270298], [-4.603897, -0.367189, 0.865238], [-5.791617, -0.500094, 1.553418], [-6.949517, -0.059888, 0.916080], [-6.902503, 0.483903, -0.365545], [-5.695342, 0.605721, -1.050198], [-4.557564, 0.173348, -0.401745], [-5.813866, -0.929738, 2.546572], [-7.904947, -0.140444, 1.419943], [-7.822203, 0.816170, -0.831408], [-5.639148, 1.024581, -2.046875], [2.352581, 8.947352, 2.898476], [1.786407, 7.625848, 2.449423], [2.598725, 6.648547, 1.893011], [2.088490, 5.423149, 1.466277], [3.027257, 4.416067, 0.851881], [0.721711, 5.169646, 1.610610], [-0.053144, 3.178960, 0.963844], [0.099141, 1.536720, -0.467388], [1.018825, 1.709786, -1.418777], [1.658431, 2.756377, -1.636298], [1.288736, 0.530441, -2.331712], [2.537568, 0.436779, -2.934223], [2.867218, -0.671869, -3.698202], [1.938222, -1.687862, -3.887523], [0.671791, -1.573057, -3.333681], [0.341891, -0.466857, -2.557648], [-1.412131, 4.092858, -0.381518], [-2.706586, 3.586619, -0.310848], [-3.711963, 4.066704, -1.135425], [-3.417136, 5.072825, -2.040872], [-2.129016, 5.582434, -2.107313], [-1.103148, 5.113564, -1.286374], [0.268054, 5.718632, -1.402367], [-0.114114, 6.137734, 2.177945], [-1.595953, 5.918078, 2.347579], [0.431835, 7.352228, 2.586246], [3.417658, 9.014039, 2.675717], [2.226031, 9.086577, 3.974370], [1.852436, 9.781345, 2.402014], [3.660258, 6.845459, 1.774036], [4.004725, 4.867771, 0.671519], [2.642055, 4.016836, -0.090004], [3.172629, 3.562970, 1.519260], [3.238328, 1.249136, -2.787037], [3.850377, -0.746753, -4.147885], [2.199592, -2.559883, -4.474874], [-0.067383, -2.347381, -3.499851], [-0.662305, -0.334315, -2.170934], [-2.931777, 2.798828, 0.400442], [-4.708974, 3.649533, -1.070689], [-4.185484, 5.462416, -2.697865], [-1.902185, 6.369036, -2.818473], [0.302215, 6.413443, -2.242199], [1.018227, 4.940036, -1.550565], [0.536291, 6.266733, -0.496020], [-1.818468, 4.887560, 2.628961], [-2.133070, 6.115035, 1.416688], [-1.995589, 6.578962, 3.117881], [-0.221910, 8.100679, 3.025983]], "atomic_forces_ev_per_a": [[-0.262, 0.149, 0.149], [0.010, -0.013, -0.010], [-0.003, 0.068, -0.020], [0.031, 0.042, 0.005], [0.004, -0.021, -0.022], [0.025, -0.020, -0.011], [0.067, -0.062, 0.057], [0.127, 0.020, -0.143], [-0.126, 0.056, -0.008], [0.076, -0.064, 0.005], [-0.076, -0.091, -0.006], [-0.014, 0.064, 0.046], [-0.032, 0.002, 0.017], [0.022, 0.004, -0.011], [0.003, 0.003, 0.002], [-0.001, -0.006, 0.000], [-0.002, 0.001, -0.008], [-0.011, -0.003, 0.005], [-0.004, 0.004, 0.007], [-0.009, -0.004, 0.001], [0.001, 0.004, -0.010], [0.011, -0.005, 0.000], [0.010, 0.002, 0.002], [-0.018, 0.000, -0.042], [-0.005, 0.002, -0.001], [-0.003, 0.004, -0.004], [0.001, 0.015, -0.003], [0.030, 0.017, 0.033], [-0.003, -0.002, 0.006], [0.003, 0.000, 0.006], [0.001, -0.001, 0.004], [0.006, 0.000, 0.003], [0.095, -0.034, 0.079], [-0.017, -0.040, -0.106], [0.009, -0.040, -0.013], [0.053, 0.113, 0.132], [-0.101, -0.097, -0.131], [0.010, -0.022, -0.021], [0.007, -0.009, -0.016], [-0.007, -0.003, 0.007], [-0.007, 0.005, -0.007], [0.014, 0.013, 0.016], [0.011, 0.042, 0.021], [0.001, 0.002, 0.003], [0.004, 0.000, 0.007], [0.005, 0.001, -0.008], [-0.001, 0.000, -0.003], [0.007, 0.004, 0.008], [-0.017, 0.011, -0.017], [0.003, -0.017, -0.047], [0.024, 0.019, 0.110], [0.028, 0.032, -0.011], [0.052, -0.059, 0.067], [0.017, 0.046, 0.034], [0.154, -0.190, -0.155], [-0.212, 0.046, -0.011], [0.052, 0.081, 0.019], [-0.077, -0.029, 0.085], [0.036, -0.003, 0.010], [0.002, -0.002, -0.011], [0.003, 0.010, -0.009], [-0.069, 0.010, 0.076], [0.170, 0.043, -0.030], [0.009, -0.014, 0.033], [-0.018, -0.044, -0.016], [0.025, -0.012, -0.002], [0.018, 0.019, 0.010], [-0.010, 0.023, 0.019], [0.028, 0.047, 0.013], [0.022, 0.066, -0.027], [-0.019, -0.054, 0.070], [-0.004, 0.000, 0.001], [-0.003, -0.011, -0.010], [-0.001, -0.004, -0.002], [-0.004, -0.006, 0.002], [-0.005, -0.006, -0.003], [-0.001, 0.004, 0.003], [0.007, 0.003, 0.012], [0.014, 0.013, 0.044], [-0.016, -0.051, 0.018], [0.006, -0.020, 0.027], [0.002, -0.001, 0.006], [-0.012, 0.003, -0.011], [0.000, 0.006, -0.012], [-0.076, -0.029, -0.037], [0.004, -0.004, -0.009], [-0.009, -0.007, -0.001], [-0.001, -0.006, -0.002], [0.004, -0.001, -0.008], [0.008, -0.028, -0.045], [-0.026, -0.018, -0.013], [-0.067, 0.018, -0.178], [0.004, 0.005, 0.009], [0.011, -0.006, -0.005], [-0.003, 0.010, -0.007], [0.003, 0.005, -0.002]], "lowdin_spin": [1.322, 0.000, 0.000, 0.004, 0.001, 0.001, 0.015, 0.095, 0.012, 0.016, 0.129, 0.005, 0.001, 0.000, 0.001, 0.000, 0.002, 0.000, 0.000, 0.000, 0.000, 0.000, 0.000, 0.000, 0.000, 0.000, 0.001, 0.000, 0.000, 0.000, 0.000, 0.000, 0.003, 0.006, 0.045, 0.013, 0.011, 0.001, 0.001, 0.000, 0.000, 0.000, 0.001, 0.000, 0.000, 0.000, 0.000, -0.001, -0.004, 0.002, 0.006, 0.022, 0.157, 0.362, 0.455, 0.049, 0.061, 0.029, 0.000, 0.012, -0.001, 0.013, 0.032, 0.013, 0.009, -0.001, 0.004, 0.000, 0.005, 0.000, 0.025, 0.010, 0.009, 0.000, 0.000, 0.000, 0.000, 0.001, 0.007, 0.005, 0.000, 0.001, 0.000, 0.000, 0.015, 0.004, 0.000, 0.000, 0.000, 0.000, 0.000, 0.000, 0.006, 0.000, 0.000, 0.002]}